# 1
# O2

2 unconnected molecules or ions with the total composition O2 (ωB97M-V with the def2-TZVPD basis set, the Open Molecules 2025 dataset).

```
2
Properties=species:S:1:pos:R:3:nbo_charge:R:1
O 0.59 0.28 0.89 0.000
O -0.59 -0.28 -0.89 0.000
```

Output
energy relative to the best compared isomer or geometry (same formula, charge and spin)	798.8	kJ/mol
highest occupied orbital energy	-12.88	eV
total energy	-4081.500	eV

---

# 2
# O8P2Y

A molecular structure, O8P2Y (ωB97M-V with the def2-TZVPD basis set, the Open Molecules 2025 dataset).

```
11
Properties=species:S:1:pos:R:3:mulliken_charge:R:1
Y 0.60 -0.63 -0.45 1.399
P -0.71 1.26 -2.22 0.812
O 0.38 0.19 -2.71 -0.851
O -0.68 1.13 -0.71 -0.455
O -2.04 0.78 -2.84 -0.848
O -0.28 2.69 -2.64 -0.877
P 0.55 -1.06 2.44 0.829
O 1.58 -0.41 3.27 -0.785
O 1.19 -1.98 1.27 -0.847
O -0.15 0.01 1.49 -0.542
O -0.44 -2.00 3.11 -0.835
```

Output
charge	-3
energy relative to the best compared isomer or geometry (same formula, charge and spin)	7.1	kJ/mol
highest occupied orbital energy	2.57	eV
total energy	-36005.743	eV

---

# 3
# O8V4

A molecular structure, O8V4 (ωB97M-V with the def2-TZVPD basis set, the Open Molecules 2025 dataset).

```
12
Properties=species:S:1:pos:R:3:mulliken_charge:R:1
O 22.75 19.03 14.57 -0.346
V 23.56 20.36 14.92 1.916
O 24.02 21.25 13.60 -0.537
O 24.07 23.73 7.32 -0.454
V 22.95 24.72 7.14 1.821
O 21.67 23.95 6.45 -0.409
O 21.73 22.76 11.23 -0.482
V 20.90 21.81 10.10 1.895
O 21.43 22.13 8.66 -0.399
O 24.61 23.57 12.16 -0.406
V 25.25 22.92 10.83 1.850
O 24.14 22.88 9.74 -0.448
```

Output
charge	+4
energy relative to the best compared isomer or geometry (same formula, charge and spin)	268.3	kJ/mol
highest occupied orbital energy	-25.00	eV
total energy	-119071.747	eV

---

# 4
# S2

2 unconnected molecules or ions with the total composition S2 (ωB97M-V with the def2-TZVPD basis set, the Open Molecules 2025 dataset).

```
2
Properties=species:S:1:pos:R:3:lowdin_spin:R:1
S 0.00 0.00 1.79 0.500
S 0.00 0.00 -1.79 0.500
```

Output
charge	-1
energy relative to the best compared isomer or geometry (same formula, charge and spin)	466.8	kJ/mol
highest occupied orbital energy (alpha / beta)	-4.13 / -2.84	eV
2S+1	2
total energy	-21666.626	eV

---

# 5
# S2

S2 in the gas phase (ωB97M-V with the def2-TZVPD basis set, the Open Molecules 2025 dataset).

```
2
Properties=species:S:1:pos:R:3:nbo_charge:R:1
S -0.64 -0.41 0.48 0.000
S 0.64 0.41 -0.48 0.000
```

Output
energy relative to the best compared isomer or geometry (same formula, charge and spin)	11.2	kJ/mol
highest occupied orbital energy	-8.02	eV
total energy	-21668.882	eV

---

# 6
# S2

S2 in the gas phase (ωB97M-V with the def2-TZVPD basis set, the Open Molecules 2025 dataset).

```
2
Properties=species:S:1:pos:R:3:nbo_charge:R:1
S 0.00 0.00 0.96 0.000
S 0.00 0.00 -0.96 0.000
```

Output
energy relative to the best compared isomer or geometry (same formula, charge and spin)	1.2	kJ/mol
highest occupied orbital energy	-8.35	eV
total energy	-21668.985	eV

---

# 7
# S2

A gas-phase ion, S2 (charge +1) (ωB97M-V with the def2-TZVPD basis set, the Open Molecules 2025 dataset).

```
2
Properties=species:S:1:pos:R:3:lowdin_spin:R:1
S 0.00 0.00 1.25 0.500
S 0.00 0.00 -1.25 0.500
```

Output
charge	+1
energy relative to the best compared isomer or geometry (same formula, charge and spin)	407.0	kJ/mol
highest occupied orbital energy (alpha / beta)	-17.51 / -17.03	eV
2S+1	2
total energy	-21656.202	eV

---

# 8
# S2

A gas-phase ion, S2 (charge +1) (ωB97M-V with the def2-TZVPD basis set, the Open Molecules 2025 dataset).

```
2
Properties=species:S:1:pos:R:3:lowdin_spin:R:1
S 0.00 0.00 1.20 0.500
S 0.00 0.00 -1.20 0.500
```

Output
charge	+1
energy relative to the best compared isomer or geometry (same formula, charge and spin)	338.0	kJ/mol
highest occupied orbital energy (alpha / beta)	-17.42 / -17.28	eV
2S+1	2
total energy	-21656.916	eV